ORCA calculation (ωB97M-V/def2-TZVPD) on an isolated ion of composition C5H8N and charge +1.

XYZ file:
```
14
Properties=species:S:1:pos:R:3:nbo_charge:R:1
C -1.47564 1.03913 0.21662 -0.13
C -0.65194 2.03954 0.18347 -0.12
C 0.34640 -1.11600 0.83155 -0.23
C 0.71793 -1.44387 -0.58770 -0.21
C -0.26447 0.88142 -0.60540 -0.14
N 0.70201 -0.08692 -0.11758 -0.37
H -2.25313 0.47789 0.68845 0.26
H -0.40392 2.97598 0.49586 0.25
H -0.71284 -1.24304 1.08928 0.26
H 1.05492 -1.31148 1.76777 0.28
H 1.61153 -1.94175 -0.87480 0.26
H -0.10151 -1.54649 -1.21462 0.23
H -0.16735 0.86178 -1.68656 0.21
H 1.59801 0.41381 -0.18633 0.46
```

As for the HOMO-LUMO gap: 11.961 eV. As for the HOMO energy: -0.5537 Eh. As for the structure (SMILES): C1=CC1[NH+]1CC1. The largest force on an atom is 3.44 eV/A. Its net charge is +1.